ORCA calculation (ωB97M-V with the def2-TZVPD basis set) on a structure of composition C40H58BaN3O6S2Se in a non-equilibrium geometry.

Geometry as XYZ:
```
111
C40H58BaN3O6S2Se, DFT ωB97M-V with the def2-TZVPD basis set
Ba 0.359 -0.188 -0.217
C -3.309 5.888 3.416
C -3.874 5.521 2.035
C -4.106 6.815 1.254
C -5.233 4.823 2.220
C -2.906 4.580 1.311
C -2.565 3.353 1.877
C -1.721 2.481 1.222
Se -1.362 0.751 2.008
C -2.919 -0.178 1.328
C -4.136 0.033 1.958
C -5.299 -0.552 1.472
C -5.159 -1.349 0.338
C -3.962 -1.601 -0.324
C -2.765 -1.000 0.179
O -1.570 -1.145 -0.342
C -4.049 -2.517 -1.569
C -2.724 -2.781 -2.301
C -4.606 -3.886 -1.141
C -5.006 -1.882 -2.593
C -6.680 -0.349 2.104
C -7.625 0.308 1.084
C -6.616 0.554 3.336
C -7.261 -1.706 2.531
C -1.118 2.770 -0.040
O -0.313 1.880 -0.566
C -1.462 4.024 -0.620
C -2.338 4.865 0.077
C -0.939 4.559 -1.977
C -0.160 5.863 -1.734
C -0.005 3.614 -2.747
C -2.134 4.852 -2.899
H -3.983 6.580 3.937
H -3.183 5.000 4.043
H -2.332 6.368 3.311
H -4.788 7.461 1.815
H -3.170 7.363 1.101
H -4.555 6.618 0.275
H -5.942 5.483 2.738
H -5.655 4.550 1.248
H -5.128 3.905 2.808
H -2.968 3.050 2.838
H -4.150 0.674 2.830
H -6.060 -1.809 -0.066
H -1.990 -3.263 -1.657
H -2.928 -3.441 -3.154
H -2.276 -1.862 -2.674
H -3.944 -4.347 -0.400
H -5.603 -3.802 -0.695
H -4.675 -4.556 -2.008
H -4.628 -0.902 -2.902
H -5.083 -2.521 -3.483
H -6.012 -1.744 -2.186
H -7.226 1.277 0.767
H -7.741 -0.315 0.191
H -8.619 0.466 1.522
H -6.233 1.548 3.082
H -7.621 0.675 3.753
H -5.975 0.124 4.113
H -7.381 -2.375 1.673
H -6.593 -2.195 3.248
H -8.243 -1.576 3.003
H -2.592 5.812 -0.391
H 0.682 5.678 -1.060
H 0.233 6.254 -2.681
H -0.790 6.636 -1.282
H 0.894 3.381 -2.178
H -0.495 2.670 -2.985
H 0.287 4.106 -3.684
H -2.805 5.607 -2.478
H -1.779 5.219 -3.871
H -2.714 3.939 -3.066
C -0.227 -5.657 1.421
C 1.179 -5.162 1.194
C 1.448 -4.213 0.214
C 2.735 -3.740 0.015
C 3.762 -4.221 0.815
C 3.525 -5.170 1.805
C 2.231 -5.638 1.982
S 5.397 -3.616 0.553
O 6.221 -4.087 1.631
O 5.767 -3.890 -0.811
N 5.238 -2.003 0.687
C 4.753 -1.535 2.021
C 3.858 -0.299 1.915
C 2.599 -0.592 1.087
O 2.707 -0.508 -0.178
O 1.553 -0.937 1.694
H -0.893 -5.343 0.616
H -0.627 -5.261 2.359
H -0.252 -6.747 1.487
H 0.641 -3.826 -0.403
H 2.929 -3.003 -0.764
H 4.348 -5.518 2.419
H 2.029 -6.379 2.749
H 4.671 -1.634 -0.087
H 5.627 -1.327 2.633
H 4.172 -2.309 2.526
H 4.408 0.529 1.463
H 3.545 -0.043 2.924
C 3.994 -1.374 -5.980
N 2.904 -1.631 -5.059
C 2.983 -2.421 -3.967
N 4.219 -2.809 -3.628
S 1.600 -2.864 -3.111
H 3.677 -0.615 -6.690
H 4.291 -2.268 -6.537
H 4.869 -0.982 -5.458
H 1.963 -1.435 -5.339
H 5.031 -2.456 -4.105
H 4.361 -3.270 -2.748
```

Computed properties:
Total charge: -1
F_max (eV/A): 4.6
LUMO energy (eV): 1.96
Frontier orbital gap (eV): 6.6
2S+1: 1
E (a.u.): -5398.2122

=====

ORCA calculation (ωB97M-V with the def2-TZVPD basis set) on the ion C28H38N3O2 with charge +1 in a non-equilibrium geometry.

Geometry as XYZ:
```
71
C28H38N3O2, DFT ωB97M-V with the def2-TZVPD basis set
C 3.363 -1.481 -2.937
N 2.811 -1.297 -1.615
C 3.675 -1.208 -0.549
O 4.856 -1.533 -0.555
C 2.893 -0.613 0.605
C 3.354 0.833 0.834
C 3.377 1.615 -0.460
C 4.540 1.656 -1.239
C 4.544 2.302 -2.475
C 3.383 2.937 -2.933
C 2.241 2.955 -2.127
C 2.251 2.326 -0.878
N 1.515 -0.728 0.139
C 0.458 -0.441 0.975
C -0.656 0.239 0.600
C -1.993 0.159 1.302
C -3.170 0.153 0.323
C -4.371 -0.461 0.704
C -5.492 -0.397 -0.117
C -5.386 0.177 -1.391
C -4.154 0.661 -1.831
C -3.060 0.692 -0.959
N -2.146 1.227 2.301
C -3.567 1.400 2.850
C -3.605 2.134 4.179
O -2.617 1.615 5.072
C -1.303 1.901 4.603
C -1.000 1.173 3.304
C 1.402 -1.254 -1.248
C 0.680 -2.649 -1.426
C 1.336 -3.650 -0.475
C 0.825 -3.147 -2.860
C -0.808 -2.506 -1.141
H 4.045 -0.648 -3.173
H 3.939 -2.420 -2.976
H 2.555 -1.495 -3.672
H 3.031 -1.236 1.503
H 2.713 1.316 1.581
H 4.374 0.758 1.232
H 5.442 1.152 -0.879
H 5.453 2.298 -3.079
H 3.380 3.425 -3.909
H 1.333 3.460 -2.463
H 1.379 2.380 -0.220
H 0.629 -0.741 2.016
H -0.585 0.863 -0.293
H -2.024 -0.771 1.887
H -4.430 -0.979 1.665
H -6.439 -0.812 0.232
H -6.259 0.227 -2.042
H -4.017 1.018 -2.855
H -2.121 1.117 -1.319
H -1.991 2.099 1.788
H -4.002 0.407 2.981
H -4.141 1.967 2.103
H -3.475 3.223 4.004
H -4.570 1.922 4.670
H -0.635 1.517 5.388
H -1.160 2.988 4.446
H -0.800 0.113 3.491
H -0.132 1.633 2.818
H 0.883 -0.500 -1.872
H 1.266 -3.318 0.567
H 0.830 -4.621 -0.561
H 2.391 -3.801 -0.734
H 0.411 -2.428 -3.580
H 1.865 -3.369 -3.117
H 0.271 -4.091 -2.973
H -1.255 -1.718 -1.762
H -1.322 -3.450 -1.378
H -1.006 -2.275 -0.091
```

Computed properties:
Total charge: +1
F_max (eV/A): 2.5
LUMO energy (eV): -2.76
Frontier orbital gap (eV): 8.3
SMILES string: CN1C(=O)[C@@H](Cc2ccccc2)N(/C=C/[C@H](c2ccccc2)[NH+]2CCOCC2)[C@@H]1C(C)(C)C
2S+1: 1
E (a.u.): -1404.2354